*one*
The following is a quantum chemistry calculation of the molecule C3H5NO4, from OMol25.

Geometry as XYZ:
```
13
Properties=species:S:1:pos:R:3:nbo_charge:R:1
C 0.9025 -0.5688 -1.0284 -0.092
C -0.3502 0.0885 -1.5337 -0.108
C -0.2449 0.3481 0.6898 0.808
N 0.9309 -0.4070 0.2763 0.124
O 1.6012 -0.9609 1.1439 -0.467
O -0.9962 0.6172 -0.3511 -0.494
O 0.0904 1.5620 1.2363 -0.689
O -0.7729 -0.5800 1.5880 -0.691
H 1.3957 -1.4026 -1.5034 0.228
H -0.0798 0.9603 -2.1966 0.203
H -1.0775 -0.6693 -2.1423 0.202
H 0.3420 1.3235 2.2057 0.495
H -1.7413 -0.3111 1.6154 0.483
```

As for the highest occupied orbital energy: -8.95 eV. As for the SMILES: [O-][N+]1=CCOC1(O)O. Its HOMO-LUMO gap is 9.6 eV.

---

*two*
The following is a quantum chemistry calculation of C3H5NO4 as an isolated structure, from OMol25.

Geometry as XYZ:
```
13
Properties=species:S:1:pos:R:3:nbo_charge:R:1
C -0.7491 -1.1866 0.1564 -0.354
C -0.7026 0.1467 0.2919 -0.288
C 0.5527 0.7818 -0.1730 0.606
N 1.0453 0.3293 -1.9931 0.461
O 1.0635 1.2662 -2.7751 -0.386
O 1.3019 -0.8375 -2.0572 -0.402
O 0.3334 2.0606 -0.2577 -0.635
O 1.6707 0.3760 0.4755 -0.684
H -1.6748 -1.6955 0.5395 0.210
H 0.0021 -1.7958 -0.3578 0.224
H -1.5943 0.6712 0.5606 0.242
H 1.2418 2.4534 -0.3627 0.496
H 1.5457 -0.6143 0.6625 0.510
```

As for the highest occupied orbital energy: -9.10 eV. Its HOMO-LUMO gap is 9.4 eV.

---

The structure with the greatest stability is *one*.

---

*one*
The following is a quantum chemistry calculation of the molecule C3H5NO4, from OMol25.

Geometry as XYZ:
```
13
Properties=species:S:1:pos:R:3:nbo_charge:R:1
C 0.9441 0.5021 -0.2327 0.858
C -1.3029 0.2654 0.7054 -0.175
C -2.5004 -0.0828 -0.1712 0.403
H 2.9518 -1.7936 -0.3679 0.470
H 2.8566 0.4572 -0.7225 0.363
H -1.4416 -0.1727 1.7317 0.223
H -1.1118 1.2887 0.8713 0.231
H -3.4062 0.4834 0.0886 0.126
N 2.1079 -0.1744 -0.6611 -0.345
O 2.5267 -1.1752 0.1991 -0.558
O 0.8620 1.6977 -0.5608 -0.636
O -0.0225 -0.3247 0.1330 -0.483
O -2.4635 -0.9712 -1.0129 -0.477
```

As for the highest occupied orbital energy: -10.03 eV. As for the SMILES: O=CCOC(=O)NO. Its HOMO-LUMO gap is 10.6 eV.

---

*two*
The following is a quantum chemistry calculation of the molecule C3H5NO4, from OMol25.

Geometry as XYZ:
```
13
Properties=species:S:1:pos:R:3:nbo_charge:R:1
C 1.6884 0.4766 0.2344 -0.266
C -0.4336 -0.3200 1.5622 1.003
C -0.8993 0.2609 -0.7321 0.975
N -1.2154 -0.7540 -1.5534 -0.835
O -1.5859 -0.3194 1.0918 -0.659
O 0.4808 -0.2939 0.1918 -0.560
O 0.1260 -0.2256 2.6031 -0.583
O -1.0185 1.4299 -0.7730 -0.530
H -1.9677 -0.5629 -2.1983 0.418
H -1.1583 -1.6922 -1.1919 0.423
H 2.4139 -0.0121 -0.4130 0.193
H 1.5257 1.5073 -0.0855 0.200
H 2.0439 0.5054 1.2639 0.222
```

As for the highest occupied orbital energy: -10.84 eV. Its HOMO-LUMO gap is 11.4 eV.

---

*three*
The following is a quantum chemistry calculation of the molecule C3H5NO4, from OMol25.

Geometry as XYZ:
```
13
Properties=species:S:1:pos:R:3:nbo_charge:R:1
C -0.1726 -1.1514 0.8994 0.431
C -0.9805 0.8594 -0.0895 0.729
C 0.0261 -0.2175 -0.2979 0.144
N 1.3567 0.3851 -0.1184 -0.841
O -2.0339 0.9745 -0.5727 -0.500
O -0.6868 -2.1878 0.6752 -0.483
O -0.6408 1.8217 0.8139 -0.687
O -0.2170 -0.8296 -1.5157 -0.668
H 0.1240 -0.6561 1.7829 0.140
H 0.3052 1.7195 1.0952 0.493
H 1.2545 1.2260 -0.7081 0.369
H 1.9625 -0.2024 -0.6689 0.384
H -0.2975 -1.7414 -1.2955 0.488
```

As for the highest occupied orbital energy: -10.64 eV. As for the SMILES: N[C@@](O)(C=O)C(=O)O. Its HOMO-LUMO gap is 10.6 eV.

---

The structure with the greatest stability is *three*.

---

*one*
The following is a quantum chemistry calculation of the molecule C5H7NO, from OMol25.

Geometry as XYZ:
```
14
Properties=species:S:1:pos:R:3:nbo_charge:R:1
C -0.5904 0.6745 -0.0444 -0.383
C -1.9961 0.8387 0.0523 0.014
C -0.1071 -0.6309 0.0026 0.162
C -3.3984 -1.1717 0.2681 0.093
C 2.2769 -0.3355 0.2734 -0.255
N -2.9343 -0.0427 -0.0480 -0.470
O 1.1709 -1.1714 -0.0825 -0.490
H -0.1072 1.5692 0.3274 0.227
H -2.2935 1.8709 0.1267 0.190
H -4.0365 -1.7926 -0.4052 0.172
H -0.7768 -1.4357 -0.2648 0.185
H 2.7986 0.1658 -0.4851 0.180
H 3.0809 -1.0108 0.7360 0.196
H 1.7861 0.4458 0.9148 0.179
```

The expectation value of S² is 2.0442. As for the highest occupied orbital energy (alpha / beta): -5.78 / -9.54 eV. As for the multiplicity: 3. Its HOMO-LUMO gap (alpha / beta) is 6.6 / 8.5 eV.

---

*two*
The following is a quantum chemistry calculation of C5H7NO as an isolated structure, from OMol25.

Geometry as XYZ:
```
14
Properties=species:S:1:pos:R:3:nbo_charge:R:1
C 1.8871 0.2109 0.0044 0.683
C -1.9467 1.2697 0.0441 -0.538
C -1.9538 0.0167 0.3696 -0.060
C 1.0087 -0.4723 -1.0511 -0.562
C 0.3216 -1.0823 0.1438 0.004
N 1.2141 -0.4428 1.0033 -0.613
O 2.8091 0.9751 0.0184 -0.560
H -2.8318 1.9030 0.0833 0.212
H -1.0528 1.7784 -0.2887 0.206
H -2.6624 -0.6957 0.7219 0.169
H 0.4105 0.2098 -1.6489 0.232
H 1.5372 -1.1648 -1.7018 0.234
H -0.0116 -2.0932 0.2915 0.181
H 1.2709 -0.4125 2.0102 0.412
```

The expectation value of S² is 2.0167. As for the highest occupied orbital energy (alpha / beta): -6.31 / -10.07 eV. As for the multiplicity: 3. Its HOMO-LUMO gap (alpha / beta) is 7.3 / 9.2 eV.

---

The structure with the greatest stability is *two*.

---

*one*
The following is a quantum chemistry calculation of C7H9N as an isolated structure, from OMol25.

Geometry as XYZ:
```
17
Properties=species:S:1:pos:R:3:nbo_charge:R:1
C -2.8776 -0.0360 0.0507 -0.488
C -1.4909 0.4408 -0.3794 -0.189
C -0.3637 -0.5019 -0.3411 -0.332
C 0.9268 -0.0459 -1.0605 -0.107
C 0.4991 -0.6783 0.8126 -0.141
C 0.7998 0.8294 1.0573 -0.172
C 1.4052 1.1654 -0.1492 -0.214
H -3.5310 1.0328 0.0818 0.217
H -3.5593 -1.2380 0.8551 0.247
H -1.1906 1.6548 -1.0788 0.249
H -1.0820 -1.5158 -0.5994 0.241
H 1.1887 -0.2771 -2.2606 0.245
H 1.3942 -1.9542 -0.2284 0.342
H -0.0372 -1.0651 1.7712 0.222
H 0.8334 1.2711 2.0636 0.230
H 1.5804 2.3145 -0.5193 0.236
N 1.5730 -1.0376 -0.0039 -0.587
```

As for the highest occupied orbital energy: -8.82 eV. Its HOMO-LUMO gap is 9.2 eV.

---

*two*
The following is a quantum chemistry calculation of the molecule C7H9N, from OMol25.

Geometry as XYZ:
```
17
Properties=species:S:1:pos:R:3:nbo_charge:R:1
C 0.6346 1.0335 -1.5749 -0.310
C -0.1548 0.0899 -2.2212 -0.054
N -0.7127 -0.6896 -1.2548 -0.488
C -0.3277 -0.2630 -0.0077 0.047
C 0.5323 0.8010 -0.1985 -0.050
C 1.1589 1.6830 0.8528 -0.630
C -1.0256 -2.1525 1.4485 -0.408
C -0.6836 -0.8820 1.2580 -0.193
H 1.2308 1.7500 -2.1196 0.219
H -0.2714 -0.1287 -3.2655 0.210
H -1.3591 -1.4250 -1.4454 0.409
H 1.1930 1.2702 1.8568 0.214
H 2.1796 1.9270 0.5672 0.219
H 0.5341 2.5752 0.9381 0.217
H -1.0207 -2.8516 0.6209 0.184
H -1.2613 -2.5244 2.4341 0.203
H -0.6462 -0.2129 2.1112 0.209
```

As for the highest occupied orbital energy: -7.69 eV. As for the SMILES: C=Cc1[nH]ccc1C. Its HOMO-LUMO gap is 8.7 eV.

---

*three*
The following is a quantum chemistry calculation of C7H9N as an isolated structure, from OMol25.

Geometry as XYZ:
```
17
Properties=species:S:1:pos:R:3:nbo_charge:R:1
C -0.5848 0.4804 -1.8578 -0.322
C -0.7845 0.0460 -3.1187 -0.398
C 0.6136 0.8139 1.9895 0.073
C -0.7689 0.7502 1.3753 -0.273
C -0.9501 -0.1066 0.3513 -0.231
C -0.0382 -1.1724 0.0629 -0.230
C 1.2915 -0.9274 0.5055 0.027
H -1.1548 0.1415 -1.0519 0.166
H 0.0751 1.3100 -1.5830 0.198
H -1.5485 -0.7257 -3.3050 0.187
H -0.2242 0.3683 -3.9929 0.200
H 0.9046 1.4761 2.8842 0.207
H -1.5851 1.1109 2.0115 0.222
H -1.9233 -0.2232 0.1121 0.215
H -0.1483 -1.9583 -0.6428 0.227
H 2.1518 -1.5522 0.3349 0.203
N 1.5403 0.1069 1.3407 -0.470
```

As for the highest occupied orbital energy: -8.86 eV. Its HOMO-LUMO gap is 9.5 eV.

---

The structure with the greatest stability is *two*.